# C17H23F5NO2P2Sr

A molecular structure, C17H23F5NO2P2Sr at a distorted geometry (ωB97M-V/def2-TZVPD, the Open Molecules 2025 dataset).

```
51
Properties=species:S:1:pos:R:3:mulliken_charge:R:1
Sr -0.54 -1.08 0.09 1.19
P -1.78 1.12 -1.48 0.68
C -0.42 1.43 -2.99 -1.25
C 0.81 0.76 -2.50 0.22
N 1.22 0.02 -1.32 0.28
C 2.55 0.15 -0.98 -0.04
C 3.50 0.63 -1.88 -0.64
C 3.16 0.97 -3.19 -0.73
C 1.81 0.91 -3.48 -0.62
C 3.09 -0.21 0.45 -0.93
P 2.11 -1.30 1.41 0.73
H 1.45 1.08 -4.50 0.45
H 4.46 0.84 -1.51 0.46
H 3.83 1.46 -3.87 0.40
H 4.12 -0.53 0.42 0.58
H 3.24 0.70 1.04 0.52
H -0.79 -2.38 -2.98 0.27
H -0.80 0.67 -3.68 0.42
H 0.00 -4.54 -0.08 0.31
O -1.75 -2.78 -3.36 -0.60
H -1.29 -3.67 -3.72 0.35
H -1.29 -2.64 1.34 0.43
O -0.28 -4.19 0.80 -0.56
H -0.40 -4.91 1.55 0.33
C 2.88 -2.91 0.96 -1.36
H 3.95 -2.91 1.18 0.44
H 2.45 -3.76 1.52 0.33
H 2.78 -3.06 -0.12 0.32
C 2.84 -1.11 3.10 -1.33
H 2.20 -1.58 3.86 0.36
H 3.86 -1.55 3.21 0.38
H 2.89 -0.05 3.37 0.39
C -1.46 2.90 -1.37 -1.32
H -1.60 3.28 -2.39 0.48
H -1.89 3.57 -0.63 0.37
H -0.37 3.00 -1.33 0.33
C -3.36 1.01 -2.41 -1.24
H -4.25 1.17 -1.77 0.34
H -3.40 1.73 -3.24 0.37
H -3.48 0.01 -2.86 0.30
F -0.84 2.55 1.90 -0.29
C -1.57 1.58 2.49 -0.10
C -1.49 0.31 1.93 -2.12
C -2.23 -0.60 2.55 2.49
F -2.13 -2.16 1.92 -0.22
C -3.03 -0.37 3.68 -0.07
F -3.77 -1.32 4.29 -0.31
C -3.08 0.90 4.25 0.80
F -3.82 1.19 5.33 -0.24
C -2.34 1.87 3.61 -0.08
F -2.36 3.09 4.14 -0.28
```

Values from the calculation:
orbital gap: 0.1514 Ha
largest force on an atom: 6.37 eV/A
HOMO level: -9.25 eV
net charge: +1
molar mass: 517.93 g mol⁻¹
LUMO energy: -5.126 eV
energy relative to the best compared isomer or geometry (same formula, charge and spin): 261.4 kcal per mole
total energy: -56572.3826 eV